{
  "formula": "C15H18ClN5O5OsS2",
  "method": "wB97M-V/def2-TZVPD",
  "orbital_gap_ev": [5.31, 5.32],
  "spin_multiplicity": 2,
  "total_charge": -1,
  "e_homo_ev": [-2.94, -2.92],
  "energy_ha": -2579.39033,
  "species": ["Os", "C", "C", "N", "C", "S", "N", "N", "C", "C", "C", "C", "C", "C", "C", "N", "H", "H", "H", "H", "H", "H", "H", "H", "H", "H", "H", "H", "H", "O", "Cl", "O", "O", "O", "O", "N", "C", "C", "C", "C", "C", "H", "H", "H", "H", "H", "S"],
  "xyz": [[-0.86405, -0.43215, -1.12340], [-0.43066, 4.97314, -1.81981], [-1.75758, 4.48131, -2.38572], [-2.48307, 3.60448, -1.47663], [-2.01225, 2.33852, -1.21466], [-1.16887, 1.48441, -2.47040], [-2.27361, 1.87429, -0.03023], [-1.82183, 0.59777, 0.19158], [-1.85391, 0.18092, 1.45736], [-2.31466, 1.04521, 2.58937], [-1.35428, -1.12411, 1.63339], [-1.33349, -1.80635, 2.86371], [-0.91463, -3.10732, 2.92130], [-0.52348, -3.74978, 1.73670], [-0.52855, -3.02361, 0.57496], [-0.88637, -1.73097, 0.51005], [0.10813, 5.57105, -2.55830], [0.19479, 4.12480, -1.53791], [-0.59030, 5.58962, -0.93197], [-1.59090, 3.93710, -3.31418], [-2.41392, 5.32174, -2.62154], [-2.77200, 4.04907, -0.61480], [-2.82010, 1.92186, 2.19872], [-1.45777, 1.37826, 3.18205], [-3.00226, 0.50421, 3.24433], [-1.65281, -1.28378, 3.75433], [-0.89877, -3.63784, 3.86508], [-0.21974, -4.78708, 1.72507], [-0.25071, -3.47726, -0.36662], [1.17837, 1.52815, -0.01166], [1.82237, 1.01956, 1.19487], [3.24754, 1.27406, 1.09593], [1.27618, 1.66427, 2.36099], [1.60802, -0.41729, 1.27139], [0.99908, -0.67802, -2.18332], [1.87863, -1.51718, -1.67175], [2.89781, -1.02061, -0.95111], [3.82239, -1.87642, -0.39185], [3.69580, -3.24310, -0.57871], [2.63014, -3.72265, -1.32815], [1.72331, -2.83828, -1.86898], [2.89121, 0.05302, -0.82925], [4.61178, -1.45189, 0.21095], [4.40666, -3.92715, -0.13576], [2.48680, -4.78148, -1.49062], [0.85172, -3.09683, -2.45566], [-2.14018, -1.78566, -2.21918]],
  "atomic_forces_ev_per_a": [[0.3, 0.4, -0.2], [0.0, 0.0, 0.0], [0.0, 0.0, 0.0], [0.0, 0.2, 0.0], [0.0, -0.2, -0.1], [0.2, 0.1, 0.0], [-0.2, 0.3, -0.1], [0.1, -0.4, -0.3], [-0.1, 0.0, 0.4], [0.0, -0.1, 0.0], [-0.2, 0.0, 0.2], [0.0, -0.1, 0.2], [0.0, 0.1, 0.1], [0.0, 0.1, 0.0], [0.1, -0.1, -0.1], [0.4, 0.1, -0.4], [0.0, 0.0, 0.0], [0.0, 0.0, 0.0], [0.0, 0.0, 0.0], [0.0, 0.0, 0.0], [0.0, 0.0, 0.0], [0.0, 0.0, 0.0], [0.0, 0.0, 0.0], [0.0, 0.0, 0.0], [0.0, 0.0, 0.0], [0.0, 0.0, 0.0], [0.0, 0.0, 0.0], [0.0, 0.0, 0.0], [0.0, 0.0, 0.0], [0.0, -0.3, 0.3], [-0.2, 0.2, 0.2], [-0.1, 0.0, 0.1], [0.1, -0.1, -0.2], [-0.1, 0.3, 0.2], [-0.3, 0.0, 0.0], [0.2, -0.1, 0.2], [0.0, -0.1, -0.2], [0.1, -0.1, -0.1], [0.0, 0.1, 0.0], [-0.1, 0.0, -0.1], [0.1, -0.1, 0.0], [0.1, -0.1, -0.2], [0.0, 0.0, 0.0], [0.0, 0.0, 0.0], [0.0, 0.0, 0.0], [0.0, 0.0, 0.0], [-0.4, -0.2, 0.1]]
}


{
  "formula": "C15H18ClNO4",
  "method": "wB97M-V/def2-TZVPD",
  "orbital_gap_ev": 8.21,
  "e_homo_ev": -8.19,
  "energy_ha": -1397.86154,
  "species": ["C", "C", "H", "H", "O", "C", "O", "C", "C", "C", "C", "C", "C", "C", "C", "O", "H", "H", "C", "N", "H", "C", "C", "O", "H", "H", "H", "H", "H", "H", "H", "Cl", "C", "H", "H", "H", "H", "H", "H"],
  "xyz": [[-3.20231, -2.40456, -5.84015], [-3.45247, -1.05058, -5.31363], [-4.46547, -1.01089, -5.08865], [-3.08473, -0.17320, -5.89429], [-2.56111, -0.77162, -4.08732], [-2.68676, 0.27090, -3.24130], [-3.40344, 1.23690, -3.52332], [-1.72647, 0.19682, -2.14576], [-0.95380, -0.76807, -1.49670], [-0.56144, -0.10842, -0.35129], [0.40111, -0.71356, 0.78624], [0.80869, 0.33300, 1.74499], [0.11049, 1.86701, 1.59551], [-0.75669, 1.98934, 0.67764], [-0.94909, 1.21831, -0.38956], [-1.89848, 1.36415, -1.26085], [-1.27226, 3.21295, 0.65224], [0.30496, 2.37573, 2.55780], [1.58017, -0.09648, 2.73705], [2.18815, 1.10192, 3.47514], [2.88548, 1.63709, 2.62258], [3.08467, 0.75473, 4.69114], [3.83293, 2.00320, 5.01088], [4.51207, 1.82865, 6.28987], [5.47172, 1.10990, 5.82843], [4.44030, 2.47187, 4.08666], [3.04036, 3.06815, 5.21983], [2.53578, 0.33917, 5.27062], [3.79997, 0.09860, 4.39711], [0.86665, -0.39845, 3.69127], [2.32166, -0.87581, 2.49415], [1.04989, -2.07764, 0.72423], [-0.83041, -2.22618, -1.92728], [0.24512, -2.20120, -2.05603], [-1.34189, -2.32470, -2.80815], [-1.12707, -3.07821, -1.15328], [-3.55822, -2.40263, -6.89578], [-3.60822, -3.27017, -5.03099], [-2.03985, -2.52605, -6.04905]],
  "atomic_forces_ev_per_a": [[2.7, -2.2, 0.5], [2.9, 2.5, 1.2], [-1.8, 0.9, 0.9], [-0.9, -1.0, -0.5], [-0.6, -2.0, 0.1], [-1.2, 1.6, -2.8], [1.0, -1.7, 1.2], [-1.4, 0.9, 2.0], [-3.3, 0.2, -1.5], [4.9, -2.3, 3.5], [-4.4, 13.5, -0.4], [-6.7, 1.5, -8.4], [5.1, -6.3, 5.6], [-3.5, 9.3, -0.7], [-1.0, -4.4, 0.5], [0.5, -0.8, -4.1], [1.2, -3.9, -0.1], [-0.2, 0.3, -1.2], [3.0, 0.2, 9.3], [3.3, 1.0, -3.0], [-2.4, -1.9, 3.3], [3.6, 7.0, -9.9], [-1.9, 5.0, 1.3], [4.7, -3.1, -4.2], [-4.2, 3.2, 2.7], [-0.8, -1.6, 2.2], [2.0, -3.5, -0.5], [-6.7, -4.3, 8.0], [2.3, -2.5, -1.0], [1.5, -0.4, -2.2], [-0.4, 0.1, 0.2], [3.1, -7.8, -0.4], [1.4, 0.4, 3.5], [0.3, -1.3, -0.5], [-1.1, -0.6, -2.2], [0.6, 2.2, -1.4], [-0.6, -0.6, 1.0], [1.1, 2.3, -2.8], [-2.2, -0.1, 0.9]]
}


{
  "formula": "C15H18F4N2O19V",
  "method": "wB97M-V/def2-TZVPD",
  "orbital_gap_ev": [4.31, 4.39],
  "spin_multiplicity": 4,
  "e_homo_ev": [-4.36, -4.44],
  "energy_ha": -3464.66039,
  "species": ["V", "C", "O", "O", "O", "C", "N", "O", "O", "H", "H", "H", "C", "N", "O", "O", "H", "H", "H", "C", "C", "O", "C", "O", "O", "F", "H", "H", "H", "C", "C", "O", "C", "O", "O", "F", "H", "H", "H", "C", "C", "O", "C", "O", "O", "F", "H", "H", "H", "C", "C", "O", "C", "O", "O", "F", "H", "H", "H"],
  "xyz": [[-0.90180, 0.78383, -0.08041], [-2.62225, 2.59672, -0.99690], [-3.03779, 3.71273, -1.39494], [-2.33877, 1.49226, -1.54062], [-2.09942, 2.78481, 0.07255], [1.17517, 0.17893, -4.43586], [0.53115, 1.01552, -3.31765], [0.22748, 2.13021, -3.60962], [0.51628, 0.52164, -2.18267], [1.93147, 0.86159, -4.82327], [0.46117, -0.29134, -5.11199], [1.68429, -0.63861, -3.92545], [-5.07027, -0.53389, 0.91660], [-3.66576, -0.80870, 1.41795], [-3.55143, -1.66827, 2.29263], [-2.78340, -0.00053, 1.11430], [-5.57361, 0.10354, 1.64353], [-5.62766, -1.45993, 0.77571], [-4.89653, -0.11886, -0.07621], [-0.87109, -4.05554, -2.97243], [-2.32465, -4.20379, -2.53635], [-2.49558, -3.12075, -1.68866], [-1.45741, -2.31545, -1.79160], [-1.35570, -1.20446, -1.23923], [-0.68889, -2.69527, -2.78341], [-2.47041, -5.35118, -1.91695], [-0.73213, -4.33410, -4.01703], [-0.16061, -4.56284, -2.31977], [-3.09094, -4.19544, -3.31148], [0.05968, 2.77174, 5.00348], [0.43563, 1.37982, 5.48055], [0.37127, 0.71708, 4.25011], [-0.16776, 1.43281, 3.25777], [-0.40210, 0.98895, 2.13768], [-0.46319, 2.61958, 3.71697], [-0.57615, 0.93367, 6.24134], [0.92021, 3.41100, 4.80623], [-0.64226, 3.27098, 5.67142], [1.37619, 1.29075, 6.02415], [2.27824, -3.92736, -0.15322], [2.37256, -3.85451, 1.40791], [1.90989, -2.59131, 1.62730], [1.30649, -2.04747, 0.55027], [0.90251, -0.84927, 0.48829], [1.35467, -2.89267, -0.46593], [3.62254, -4.07126, 1.78024], [1.96540, -4.93778, -0.41646], [3.22718, -3.79441, -0.67278], [1.68895, -4.54888, 1.89641], [3.65818, 4.30433, 0.20303], [3.17721, 4.60539, -1.19553], [2.36519, 3.46074, -1.53348], [1.88784, 2.97093, -0.41285], [1.04409, 2.06355, -0.24826], [2.53026, 3.52527, 0.61882], [4.14459, 4.77636, -2.10531], [3.85079, 5.19886, 0.79532], [4.56343, 3.69963, 0.14858], [2.52763, 5.47061, -1.06307]],
  "atomic_forces_ev_per_a": [[-2.4, 2.8, -0.6], [0.1, 4.7, -2.6], [-2.9, -0.5, -3.8], [-0.1, -3.6, -2.3], [5.0, -2.7, 9.3], [0.4, -0.3, 1.5], [0.7, -1.3, 0.5], [-0.5, 0.6, 0.0], [0.0, 0.0, -1.7], [-0.4, -0.2, -0.6], [-0.1, 0.8, -0.1], [0.0, 0.1, 0.1], [0.7, -0.5, -1.1], [0.1, 0.8, 1.7], [0.2, 0.5, -1.2], [-1.1, -1.5, -0.1], [0.3, 0.1, -0.3], [0.3, -0.1, 0.4], [-0.3, 0.6, 0.3], [-0.4, -0.6, -0.9], [0.4, 0.0, -1.4], [-1.1, -0.5, 1.4], [-0.2, 6.1, 1.3], [-0.4, -4.5, -1.1], [1.9, 1.0, -0.7], [-0.4, -1.9, 1.6], [0.2, 0.1, 0.1], [-0.3, -0.5, 0.0], [0.1, 0.4, -0.2], [1.1, 1.6, 0.5], [-0.9, 1.4, -1.5], [1.6, -2.3, 0.3], [-1.2, -1.4, -2.8], [1.1, 1.1, 3.1], [-1.2, 0.7, -0.9], [-0.5, -0.8, 1.0], [0.3, 0.1, 0.8], [0.0, -0.1, -0.2], [0.0, -0.3, -0.4], [0.2, -1.3, 0.9], [-1.3, -1.1, -2.8], [-0.3, 2.1, 1.3], [-0.6, 5.5, -0.1], [1.5, -5.6, 0.6], [-0.2, -0.6, -0.8], [1.1, 0.3, 0.8], [-0.7, 0.3, -0.4], [0.1, 0.5, 0.3], [0.3, -0.2, 0.2], [0.1, -0.8, -1.1], [-0.5, 0.4, 0.7], [0.3, 0.7, -1.3], [-2.6, -3.7, 1.5], [3.1, 3.6, -0.6], [0.3, 0.2, 2.0], [-0.2, -0.1, -0.1], [-0.5, -0.2, 0.1], [0.0, -0.2, 0.3], [-0.1, 0.2, -1.1]]
}


{
  "formula": "C15H18F4N2O3",
  "method": "wB97M-V/def2-TZVPD",
  "orbital_gap_ev": 10.03,
  "e_homo_ev": -9.27,
  "energy_ha": -1317.14200,
  "smiles": "CCOC(=O)[C@](NCCc1ccccc1F)(NC(C)=O)C(F)(F)F",
  "species": ["C", "C", "O", "C", "O", "C", "N", "C", "C", "C", "C", "C", "C", "C", "C", "F", "N", "C", "C", "O", "C", "F", "F", "F", "H", "H", "H", "H", "H", "H", "H", "H", "H", "H", "H", "H", "H", "H", "H", "H", "H", "H"],
  "xyz": [[0.90065, -3.64089, -2.92513], [0.72036, -4.04111, -1.47016], [0.85847, -2.89515, -0.61629], [-0.24771, -2.30411, -0.20954], [-1.37203, -2.69311, -0.35517], [0.08387, -1.08260, 0.71283], [-1.07119, -0.50285, 1.34268], [-2.13511, 0.00071, 0.48312], [-2.61173, 1.35843, 1.02777], [-1.44991, 2.30295, 1.06835], [-1.08583, 3.06003, -0.03748], [0.04009, 3.86624, -0.01597], [0.83849, 3.91755, 1.11521], [0.49754, 3.17547, 2.23275], [-0.63879, 2.38799, 2.19490], [-0.97456, 1.69981, 3.30428], [0.82944, -0.08301, -0.01849], [0.73815, 0.05818, -1.36857], [1.58001, 1.18022, -1.91517], [0.05581, -0.67877, -2.04364], [1.00186, -1.57640, 1.84912], [1.23437, -0.59993, 2.73747], [0.46448, -2.59764, 2.52407], [2.20325, -1.97363, 1.42233], [1.90404, -3.25647, -3.08832], [0.18572, -2.86256, -3.17878], [0.73881, -4.50443, -3.56369], [-0.26926, -4.47772, -1.30623], [1.49743, -4.73666, -1.14519], [-1.43624, -1.09286, 2.07912], [-2.97594, -0.69610, 0.42959], [-1.74497, 0.13065, -0.52624], [-3.01238, 1.21677, 2.03157], [-3.39764, 1.74437, 0.37853], [-1.69910, 3.01547, -0.92552], [0.29256, 4.46046, -0.88207], [1.72022, 4.53989, 1.13192], [1.09356, 3.20061, 3.13120], [1.27938, 0.63212, 0.53466], [1.42180, 1.25864, -2.98663], [2.62953, 0.97178, -1.72028], [1.31251, 2.11768, -1.43290]],
  "atomic_forces_ev_per_a": [[-0.1, 0.1, 0.4], [-0.2, -0.3, -0.3], [0.3, -0.1, -0.2], [-0.3, 0.2, 0.5], [0.0, -0.1, 0.0], [-0.1, 0.0, -0.1], [0.1, -0.3, 0.0], [-0.2, 0.2, 0.1], [0.2, -0.2, -0.1], [-0.1, 0.0, 0.3], [0.1, 0.0, 0.2], [0.0, 0.1, -0.1], [0.0, 0.0, -0.1], [-0.1, -0.2, 0.1], [0.0, 0.1, -0.2], [0.0, 0.1, -0.1], [-0.1, -0.2, 0.3], [0.4, 0.4, 0.2], [-0.1, -0.1, -0.2], [-0.3, -0.1, -0.4], [0.6, 0.0, 0.2], [-0.1, 0.3, 0.1], [-0.4, -0.2, 0.0], [0.0, 0.0, -0.1], [0.1, 0.0, -0.1], [0.0, 0.0, -0.1], [0.0, -0.1, -0.1], [0.2, 0.0, 0.0], [-0.1, 0.1, 0.0], [0.0, -0.1, -0.1], [0.1, 0.0, -0.1], [-0.1, 0.0, 0.0], [-0.1, 0.0, 0.0], [-0.1, 0.1, 0.0], [-0.1, 0.0, -0.1], [0.0, 0.0, -0.1], [0.1, 0.1, 0.0], [0.1, 0.0, 0.1], [-0.1, 0.0, -0.1], [0.0, 0.0, 0.0], [0.1, 0.0, 0.0], [0.0, 0.0, 0.0]]
}


Across the entries above, strongest force on any atom takes the values 0.54 14.19 10.89 0.65 eV/A, respectively.